Molecular formula: C25H29N5O
Method: DFT, ωB97M-V/def2-TZVPD

Atoms and positions in Å:
C1 -5.474320 -2.509012 0.074153
C2 -5.575088 -0.999381 0.260287
H1 -6.619641 -0.703008 0.130182
H2 -5.289570 -0.746354 1.285256
C3 -4.723786 -0.135637 -0.695306
N1 -3.395367 0.154238 -0.123314
C4 -3.188921 1.333107 0.518964
N2 -2.049127 1.716794 1.018811
C5 -1.018804 0.867199 0.881710
C6 -1.114234 -0.389268 0.287617
C7 -2.369734 -0.846567 -0.221381
O1 -2.607162 -1.938882 -0.683010
C8 0.193502 -0.961301 0.353628
N3 0.694402 -2.093303 -0.067649
C9 2.012595 -2.268278 0.164176
C10 2.625401 -3.458313 -0.279416
C11 3.957368 -3.671098 -0.062360
C12 4.736025 -2.711595 0.606723
C13 4.176291 -1.546894 1.052389
C14 2.807313 -1.292988 0.842282
N4 2.282100 -0.121582 1.278428
C15 1.012937 0.030001 1.016889
N5 0.240948 1.109392 1.342297
C16 0.741843 2.377100 1.802218
H3 1.677899 2.180893 2.327436
H4 0.009056 2.812909 2.484824
C17 0.976639 3.317311 0.605753
C18 1.851022 2.649699 -0.420856
C19 1.328938 2.025373 -1.468576
C20 2.121196 1.269078 -2.488959
C21 3.552835 1.017226 -2.024080
C22 4.123386 2.284227 -1.398206
C23 3.327446 2.637599 -0.145566
H5 3.640015 3.612149 0.238881
H6 3.526722 1.892835 0.631712
H7 4.058061 3.103890 -2.117669
H8 5.174931 2.140372 -1.142543
H9 3.561076 0.217872 -1.280738
H10 4.166806 0.695334 -2.867563
H11 1.621032 0.319112 -2.698902
H12 2.127460 1.840552 -3.424320
H13 0.258691 2.052668 -1.637470
H14 1.438042 4.236278 0.970828
H15 0.006441 3.561339 0.168875
H16 4.758375 -0.797082 1.566438
H17 5.787162 -2.902385 0.766521
H18 4.424379 -4.582909 -0.404621
H19 2.005647 -4.179028 -0.789454
C24 -4.298742 2.321063 0.716861
H20 -3.913253 3.110669 1.355892
H21 -4.606871 2.766061 -0.228316
H22 -5.162889 1.864478 1.193644
C25 -4.636025 -0.678858 -2.120067
H23 -4.163650 -1.653110 -2.152329
H24 -5.642490 -0.751817 -2.525180
H25 -4.061091 0.007559 -2.739162
H26 -5.224178 0.831426 -0.776145
H27 -5.911703 -2.810665 -0.873465
H28 -4.440192 -2.835988 0.096553
H29 -6.018079 -3.007518 0.873854

Forces on the atoms, in the same order (eV/Å):
C 0.032 0.095 0.147
C 0.078 -0.021 -0.106
H 0.007 0.066 0.052
H -0.093 0.088 0.000
C -0.494 -0.194 -0.120
N 0.166 0.085 0.003
C 0.135 0.227 0.095
N 0.476 0.421 0.311
C -0.576 -0.837 -0.444
C -0.170 0.418 0.060
C 0.335 0.268 0.244
O 0.075 -0.189 -0.075
C 0.442 -0.207 -0.039
N -0.620 0.261 -0.022
C 0.502 0.250 0.254
C 0.222 -0.058 0.023
C -0.186 -0.166 -0.132
C 0.084 0.225 0.129
C 0.142 -0.167 -0.051
C -0.242 -0.366 -0.203
N -0.658 0.412 0.096
C 0.861 -0.861 -0.022
N -0.310 0.088 0.217
C 0.088 0.493 0.010
H -0.114 0.006 0.053
H 0.141 -0.065 0.019
C -0.035 -0.265 -0.034
C -0.043 0.282 0.165
C -0.069 0.046 -0.234
C 0.153 -0.146 0.033
C -0.010 0.144 -0.180
C 0.040 -0.191 0.164
C 0.150 0.011 -0.208
H -0.018 0.016 0.060
H 0.058 0.094 0.074
H 0.055 0.059 -0.033
H 0.025 0.063 -0.034
H 0.033 -0.059 -0.004
H 0.004 -0.064 0.030
H -0.010 0.024 -0.074
H -0.030 -0.073 -0.047
H -0.177 0.105 0.086
H -0.029 0.069 0.006
H -0.002 0.051 0.026
H 0.052 0.080 0.057
H 0.081 0.010 0.025
H 0.005 -0.077 -0.038
H -0.067 -0.079 -0.053
C -0.105 -0.005 -0.020
H -0.003 -0.064 -0.030
H -0.095 -0.010 -0.055
H -0.133 -0.020 -0.036
C 0.026 0.051 0.128
H -0.078 0.019 -0.071
H -0.118 0.041 -0.065
H 0.017 0.045 -0.102
H 0.156 -0.160 0.059
H -0.030 -0.096 -0.108
H -0.031 -0.095 -0.003
H -0.097 -0.078 0.018

As for the spin multiplicity: 1. Its total charge is 0. The energy above the lowest of the compared OMol25 structures with the same formula, charge and spin is 0.0 kJ/mol. As for the SMILES: CC[C@H](C)n1c(C)nc2c(c1=O)c1nc3ccccc3nc1n2CCC1=CCCCC1. The HOMO energy comes out at -8.11 eV.